Entry from the Open Molecules 2025 dataset: C4H6O2Rb as an isolated structure at a distorted geometry (the ωB97M-V functional and the def2-TZVPD basis).

## Properties
**Total charge**: +1
**E_HOMO**: -12.72 eV
**Gap between HOMO and LUMO**: 8.83 eV

XYZ file:
```
13
Properties=species:S:1:pos:R:3:forces:R:3
O 2.376436 1.292899 -0.283336 0.729 0.913 -0.336
C 1.359396 0.739719 -0.812395 -3.013 -2.395 1.262
O 1.249117 -0.302430 -1.499745 0.458 0.988 -0.748
C 2.937504 0.734219 0.949658 0.154 -0.279 0.189
C 4.402059 1.081442 0.961771 0.214 -0.046 0.046
H 2.392355 1.180111 1.789915 0.071 -0.055 -0.250
H 2.764318 -0.348222 0.927879 0.072 0.203 0.035
H 4.548828 2.161991 0.840832 -0.058 -0.286 0.055
H 4.828707 0.775519 1.924465 -0.047 0.076 -0.192
H 4.933247 0.552969 0.160419 -0.136 0.177 0.202
Rb -2.814632 -1.513969 0.258260 0.288 0.193 -0.091
C -0.085804 0.708742 -0.697631 1.339 1.111 0.699
H -0.477789 1.559903 -1.280891 -0.070 -0.599 -0.870
```
Forces are in eV/Å.



Entry from the Open Molecules 2025 dataset: one molecule with the formula C4H6O2S at a distorted geometry (the ωB97M-V functional and the def2-TZVPD basis).

## Properties
**Total charge**: 0
**E_HOMO**: -8.04 eV
**Gap between HOMO and LUMO**: 8.41 eV

XYZ file:
```
13
Properties=species:S:1:pos:R:3:forces:R:3
C 0.610680 -1.504462 0.155017 1.756 0.052 0.746
C 0.744598 -0.016145 0.397524 -0.014 -0.430 -2.128
C -0.555672 -0.244330 -3.152838 1.338 1.711 -0.086
C -0.394161 0.628825 0.599339 2.953 3.437 0.993
O -0.619836 -1.730709 -3.409290 0.303 -1.154 -1.090
O 0.359496 -1.954246 -1.219389 1.494 -0.071 1.047
S -0.948002 -1.381137 -1.928647 -0.778 0.590 0.815
H 1.649262 -1.881821 0.476278 -1.969 -0.509 -0.697
H -0.235722 -1.828305 0.759372 0.338 -0.536 0.215
H 1.749688 0.437384 0.148568 -1.467 -0.234 0.493
H 0.573496 0.021873 -3.019635 -1.628 -0.618 -0.032
H -0.369526 1.717044 0.804016 0.034 -0.528 -0.517
H -1.276207 0.233477 0.919515 -2.361 -1.710 0.239
```
Forces are in eV/Å.



The records above give, respectively, relative energy (zero: lowest compared OMol25 entry of this formula, charge and spin) values of 52.55; 142.33 kcal/mol.
The records above give, respectively, DFT total energy values of -330.22383; -704.45271 Ha.